[1]
This record from OMol25 describes a cluster of 3 separate species, C33H46BrN3O13P in total in a non-equilibrium geometry. The level of theory is ωB97M-V/def2-TZVPD.

```
97
Properties=species:S:1:pos:R:3
C 3.813 0.874 -0.895
C 2.534 1.398 -0.536
C 1.229 2.205 0.146
O 1.537 2.760 1.455
C 2.875 2.470 1.955
C 2.941 3.187 3.469
C 0.125 1.011 0.360
O -1.256 1.339 0.065
C -1.577 2.760 0.077
C -1.667 3.201 1.666
C -2.065 2.047 2.729
C -0.887 1.640 3.818
C -1.127 0.142 4.501
C -0.438 -1.081 3.591
O -0.867 -2.422 4.062
C -0.399 -3.486 3.155
C -0.889 -3.652 1.567
O 0.446 -4.440 3.595
P -3.446 2.838 -0.488
O -4.431 2.177 0.606
C -0.599 3.719 -0.857
N -0.733 5.101 -0.193
C -1.030 3.930 -2.402
Br -2.350 5.454 -2.754
C -1.532 2.744 -3.344
C -1.186 1.206 -3.076
N 0.848 3.228 -0.929
C 1.937 4.218 -1.096
C 2.782 4.146 -2.540
C 2.947 2.880 -3.540
N 3.494 5.294 -2.914
H 4.968 0.583 -0.868
H 3.761 3.002 1.362
H 3.097 1.329 2.179
H 2.872 2.370 4.335
H 3.857 3.907 3.580
H 1.970 3.864 3.618
H 0.246 0.610 1.464
H 0.411 0.081 -0.334
H -0.738 3.774 2.078
H -2.548 4.011 1.698
H -2.489 1.045 2.306
H -2.946 2.489 3.408
H 0.196 1.639 3.383
H -0.911 2.438 4.694
H -0.595 0.053 5.563
H -2.284 -0.043 4.576
H -0.830 -0.992 2.476
H 0.731 -1.055 3.667
H -0.299 -4.514 1.020
H -2.056 -3.833 1.502
H -0.637 -2.652 0.990
H -3.923 4.198 -0.631
H -3.677 2.019 -1.686
H -1.706 5.358 0.030
H -0.063 5.215 0.593
H -0.062 4.377 -2.951
H -1.155 2.985 -4.455
H -2.719 2.842 -3.449
H -0.120 0.916 -2.709
H -1.345 0.609 -4.100
H -2.020 0.753 -2.351
H 0.845 2.627 -1.809
H 1.640 5.370 -1.059
H 2.822 4.152 -0.293
H 2.951 3.185 -4.693
H 2.182 2.005 -3.411
H 4.024 2.408 -3.349
H 3.382 6.047 -2.205
C 4.178 -3.024 -2.626
C 5.315 -3.580 -3.050
C 6.181 -4.369 -2.131
O 7.210 -4.884 -2.554
C 5.761 -4.494 -0.726
C 4.626 -3.935 -0.301
C 3.746 -3.170 -1.227
O 2.700 -2.684 -0.811
O 4.226 -4.047 1.018
O 5.729 -3.445 -4.363
H 3.538 -2.451 -3.284
H 6.409 -5.055 -0.064
H 3.376 -3.560 1.075
H 6.576 -3.937 -4.421
C -4.861 -5.544 1.133
C -6.174 -5.780 1.110
C -6.936 -5.797 -0.169
O -8.138 -6.035 -0.160
C -6.200 -5.517 -1.412
C -4.888 -5.277 -1.390
C -4.122 -5.288 -0.113
O -2.913 -5.082 -0.126
O -4.191 -5.011 -2.554
O -6.876 -6.019 2.278
H -4.295 -5.530 2.055
H -6.769 -5.515 -2.334
H -3.260 -4.873 -2.275
H -7.807 -6.162 1.998
```

Its HOMO energy is -0.4171 Ha. As for the molecular weight: 803.6 g mol⁻¹. The charge is +1. The multiplicity is 1. The calculation puts the maximum force at 10.462 eV/A. As for the lowest unoccupied orbital energy: -3.6 eV. The gap between HOMO and LUMO is 7.7 eV.



[2]
This record from OMol25 describes an isolated molecule of C19H28N8O2. The level of theory is ωB97M-V/def2-TZVPD.

```
57
Properties=species:S:1:pos:R:3
C 1.122 0.684 -5.244
C 1.221 -0.708 -4.686
C 1.630 -1.777 -5.475
N 1.724 -3.036 -5.052
C 1.402 -3.281 -3.788
C 0.996 -2.290 -2.901
C 0.641 -2.678 -1.502
O 0.057 -3.720 -1.256
N 1.007 -1.788 -0.535
C 0.841 -2.100 0.885
C 2.064 -2.839 1.416
C 0.551 -0.831 1.690
C -0.871 -0.296 1.568
N -1.116 0.292 0.233
C -2.165 -0.081 -0.597
O -1.955 -0.539 -1.704
C -3.585 0.237 -0.149
C -3.827 1.758 -0.295
C -3.819 2.268 1.146
C -4.463 1.110 1.885
N -3.845 -0.057 1.263
C -4.567 -1.294 1.505
C -3.787 -2.490 1.073
N -2.885 -3.126 1.847
N -2.394 -4.091 1.115
N -2.985 -4.008 -0.051
C -2.709 -4.921 -1.144
N -3.869 -3.034 -0.131
C 0.900 -0.986 -3.364
H 1.964 1.298 -4.918
H 1.121 0.673 -6.333
H 0.207 1.172 -4.907
H 1.885 -1.607 -6.518
H 1.464 -4.310 -3.451
H 1.733 -1.133 -0.784
H -0.023 -2.764 0.944
H 1.902 -3.158 2.446
H 2.262 -3.724 0.811
H 2.947 -2.195 1.394
H 0.718 -1.062 2.744
H 1.279 -0.050 1.432
H -1.567 -1.107 1.764
H -1.043 0.458 2.338
H -0.284 0.169 -0.330
H -4.243 -0.331 -0.814
H -3.083 2.238 -0.929
H -4.806 1.923 -0.747
H -2.793 2.404 1.493
H -4.356 3.208 1.270
H -4.275 1.111 2.960
H -5.556 1.122 1.733
H -4.748 -1.377 2.577
H -5.542 -1.302 0.993
H -2.400 -4.345 -2.011
H -1.894 -5.562 -0.831
H -3.608 -5.493 -1.364
H 0.519 -0.207 -2.715
```

Its HOMO energy is -0.3214 Ha. For the energy above the lowest of the compared OMol25 structures with the same formula, charge and spin, the calculation gives 18.9 kcal/mol. As for the molecular weight: 400.5 g mol⁻¹. The multiplicity is 1. The calculation puts the maximum force at 0.518 eV/A. As for the lowest unoccupied orbital energy: 0.7 eV. Its SMILES is Cc1cncc(C(=O)N[C@@H](C)CCNC(=O)[C@@H]2CCCN2Cc2nnn(C)n2)c1. The gap between HOMO and LUMO is 9.4 eV.